Record 1
C30H34N7O4PS2Zn as an isolated structure, computed with the ωB97M-V functional and the def2-TZVPD basis.

Geometry as XYZ:
```
79
C30H34N7O4PS2Zn | the Open Molecules 2025 dataset | the ωB97M-V functional and the def2-TZVPD basis
Zn -0.4439 0.1150 -0.7269
C 8.1609 -1.2875 -0.7761
C 6.7699 -0.8489 -1.1402
C 6.0351 -0.0243 -0.2914
C 4.7461 0.3661 -0.6167
C 4.1734 -0.0786 -1.8002
C 4.8943 -0.8815 -2.6704
C 6.1849 -1.2602 -2.3343
S 2.5098 0.3963 -2.1746
O 2.3645 1.7758 -1.7713
O 2.2888 0.0409 -3.5522
N 1.5612 -0.4308 -1.1829
C 1.2122 -1.7537 -1.4120
C 2.0241 -2.8358 -1.7458
C 1.4301 -4.0813 -1.8361
C 0.0692 -4.2418 -1.5909
C -0.6715 -3.1227 -1.2658
N -0.1021 -1.9207 -1.1859
H 8.5030 -0.7958 0.1333
H 8.8705 -1.0588 -1.5723
H 8.1956 -2.3655 -0.6078
H 6.4834 0.3232 0.6318
H 4.1922 1.0310 0.0313
H 4.4424 -1.1965 -3.6016
H 6.7511 -1.8838 -3.0169
H 3.0802 -2.7006 -1.9231
H 2.0365 -4.9391 -2.0994
H -0.4098 -5.2077 -1.6549
H -1.7370 -3.1498 -1.0729
C -8.6849 2.5897 -1.6082
C -7.3465 1.9158 -1.4839
C -7.0113 1.1886 -0.3440
C -5.7852 0.5553 -0.2319
C -4.8770 0.6497 -1.2755
C -5.1846 1.3709 -2.4207
C -6.4174 1.9997 -2.5167
S -3.2898 -0.1047 -1.1436
O -3.4507 -1.4419 -0.6270
O -2.6622 0.0390 -2.4469
N -2.4584 0.7102 -0.0495
C -2.1326 2.0339 -0.3811
C -2.9711 3.1343 -0.2310
C -2.4775 4.3749 -0.5917
C -1.1774 4.4981 -1.0731
C -0.3990 3.3627 -1.1753
N -0.8774 2.1664 -0.8278
H -9.3032 2.4131 -0.7293
H -9.2254 2.2186 -2.4802
H -8.5702 3.6679 -1.7301
H -7.7282 1.1147 0.4652
H -5.5352 -0.0133 0.6545
H -4.4601 1.4285 -3.2202
H -6.6613 2.5606 -3.4114
H -3.9740 3.0023 0.1483
H -3.1077 5.2504 -0.4982
H -0.7724 5.4573 -1.3609
H 0.6228 3.3735 -1.5331
C 0.1401 -1.5653 4.5932
N 0.8176 -2.2826 3.5151
C 2.2341 -1.9210 3.5369
N 2.4869 -0.4829 3.4598
C 1.7514 0.1751 4.5385
N 0.3172 -0.1144 4.5537
C -0.3579 0.4729 3.3931
P 0.2971 -0.1709 1.7915
C 0.2152 -1.9718 2.2161
C 2.0934 0.0477 2.1510
H 0.5440 -1.9255 5.5424
H -0.9264 -1.7959 4.5594
H 2.7411 -2.4154 2.7058
H 2.6603 -2.2886 4.4736
H 1.8973 1.2544 4.4620
H 2.1697 -0.1657 5.4886
H -0.2402 1.5596 3.4169
H -1.4302 0.2701 3.4493
H 0.7213 -2.5443 1.4340
H -0.8311 -2.2900 2.2112
H 2.3463 1.1108 2.0953
H 2.6554 -0.4557 1.3624
```

Results
Relative energy (zero: lowest compared OMol25 entry of this formula, charge and spin) in kcal per mole: 0.0
HOMO-LUMO gap in eV: 8.996
LUMO level in eV: 0.5
DFT total energy in eV: -129661.1027

Partial charges, Löwdin, in e:
1 Zn 0.632
2 C -0.051
3 C -0.271
4 C -0.031
5 C -0.057
6 C -0.287
7 C -0.066
8 C -0.035
9 S 0.574
10 O -0.323
11 O -0.294
12 N -0.180
13 C -0.401
14 C 0.006
15 C -0.052
16 C -0.059
17 C -0.101
18 N 0.050
19 H 0.074
20 H 0.082
21 H 0.083
22 H 0.113
23 H 0.105
24 H 0.115
25 H 0.117
26 H 0.102
27 H 0.111
28 H 0.103
29 H 0.105
30 C -0.051
31 C -0.272
32 C -0.037
33 C -0.053
34 C -0.298
35 C -0.047
36 C -0.032
37 S 0.541
38 O -0.322
39 O -0.326
40 N -0.173
41 C -0.420
42 C -0.002
43 C -0.051
44 C -0.056
45 C -0.091
46 N 0.059
47 H 0.073
48 H 0.083
49 H 0.082
50 H 0.111
51 H 0.119
52 H 0.113
53 H 0.117
54 H 0.115
55 H 0.110
56 H 0.104
57 H 0.100
58 C -0.194
59 N -0.148
60 C -0.192
61 N -0.147
62 C -0.195
63 N -0.152
64 C -0.314
65 P 1.034
66 C -0.310
67 C -0.322
68 H 0.126
69 H 0.127
70 H 0.128
71 H 0.126
72 H 0.126
73 H 0.125
74 H 0.090
75 H 0.092
76 H 0.081
77 H 0.097
78 H 0.095
79 H 0.069


Record 2
C30H35HgN6O as an isolated structure, computed with the ωB97M-V functional and the def2-TZVPD basis.

Geometry as XYZ:
```
73
C30H35HgN6O | the Open Molecules 2025 dataset | the ωB97M-V functional and the def2-TZVPD basis
Hg 0.2636 -0.9136 -0.0423
C -3.1117 -0.7947 -1.0045
N -2.4217 -0.7491 0.2649
C -2.5062 -1.9964 1.0041
C -2.5363 0.4261 1.0418
C -3.6509 1.2530 0.9654
C -3.7587 2.3994 1.7403
C -2.7318 2.7185 2.6183
C -1.5984 1.9243 2.6762
C -1.4540 0.7806 1.8789
N -0.2487 0.0885 1.8261
C 0.4223 -0.1852 2.9922
C -0.2333 -0.3827 4.2176
C 0.4425 -0.7635 5.3679
C 1.8103 -0.9643 5.3381
C 2.4924 -0.7481 4.1418
C 1.8400 -0.3483 2.9838
N 2.5350 -0.1257 1.7700
C 2.5044 1.2572 1.3051
C 3.8633 -0.6806 1.6811
H -4.1949 -0.9810 -0.8977
H -2.6692 -1.6002 -1.5946
H -2.9537 0.1415 -1.5387
H -3.5495 -2.2443 1.2654
H -1.9255 -1.9193 1.9235
H -2.0832 -2.7968 0.3917
H -4.4488 0.9954 0.2802
H -4.6305 3.0355 1.6521
H -2.7938 3.6110 3.2312
H -0.7699 2.2040 3.3167
H -1.3095 -0.2640 4.2446
H -0.1158 -0.9225 6.2841
H 2.3510 -1.2744 6.2241
H 3.5656 -0.8836 4.1212
H 3.1574 1.8958 1.9217
H 1.4865 1.6361 1.3426
H 2.8390 1.2994 0.2674
H 4.5989 -0.1382 2.3029
H 4.2031 -0.6223 0.6469
H 3.8556 -1.7270 1.9862
N -1.2277 5.1441 0.3899
C -1.3107 5.0254 -1.0253
O -1.5997 6.0527 -1.6779
C -1.0180 3.7568 -1.5998
C -1.1352 3.5383 -3.0174
C -0.9127 2.2767 -3.5142
C -0.5559 1.2246 -2.6665
N -0.3781 1.4296 -1.3247
C -0.5970 2.6276 -0.8398
H -1.7199 5.9815 0.6672
H -1.5651 4.3358 0.8967
H -1.4071 4.3697 -3.6537
H -1.0061 2.0825 -4.5784
H -0.3733 0.2189 -3.0273
H -0.4279 2.7364 0.2290
C 2.6957 -0.6943 -2.0529
C 2.2680 -1.9318 -2.7869
C 3.0321 -2.3657 -3.8580
C 2.7251 -3.4970 -4.6081
C 1.5812 -4.2105 -4.2430
C 0.7853 -3.8293 -3.1860
C -0.4352 -4.6196 -2.8191
C 1.0840 -2.6583 -2.3805
N 0.2372 -2.4078 -1.3903
H 3.6267 -0.3073 -2.4758
H 2.8652 -0.8964 -0.9891
H 1.9487 0.1050 -2.1024
H 3.9127 -1.7821 -4.1213
H 3.3429 -3.8044 -5.4437
H 1.2999 -5.0996 -4.8058
H -0.5546 -5.4823 -3.4821
H -1.3351 -3.9979 -2.8700
H -0.3804 -4.9617 -1.7807
```

Results
Relative energy (zero: lowest compared OMol25 entry of this formula, charge and spin) in kcal per mole: 0.4
HOMO-LUMO gap (spin up / spin down) in eV: 3.702 / 5.023
LUMO level (spin up / spin down) in eV: 4.6 / 4.6
DFT total energy in eV: -46840.2135
Net charge: -2
Spin multiplicity: 2

Partial charges, Löwdin, in e:
1 Hg 1.175
2 C -0.101
3 N -0.264
4 C -0.100
5 C -0.217
6 C -0.032
7 C -0.117
8 C -0.133
9 C -0.058
10 C -0.279
11 N -0.088
12 C -0.264
13 C -0.051
14 C -0.131
15 C -0.139
16 C -0.055
17 C -0.204
18 N -0.235
19 C -0.080
20 C -0.116
21 H 0.075
22 H 0.074
23 H 0.081
24 H 0.081
25 H 0.072
26 H 0.069
27 H 0.098
28 H 0.088
29 H 0.092
30 H 0.114
31 H 0.105
32 H 0.086
33 H 0.080
34 H 0.086
35 H 0.086
36 H 0.062
37 H 0.080
38 H 0.080
39 H 0.071
40 H 0.092
41 N 0.098
42 C -0.560
43 O -0.083
44 C -0.178
45 C -0.070
46 C -0.132
47 C -0.217
48 N -0.016
49 C -0.133
50 H 0.064
51 H 0.031
52 H 0.084
53 H 0.082
54 H 0.076
55 H 0.085
56 C -0.119
57 C -0.253
58 C -0.129
59 C -0.176
60 C -0.129
61 C -0.266
62 C -0.114
63 C -0.438
64 N -0.200
65 H 0.066
66 H 0.019
67 H 0.039
68 H 0.084
69 H 0.057
70 H 0.082
71 H 0.052
72 H 0.056
73 H 0.057


Record 3
C30H35N5O2PtTe as an isolated structure, computed with the ωB97M-V functional and the def2-TZVPD basis.

Geometry as XYZ:
```
74
C30H35N5O2PtTe | the Open Molecules 2025 dataset | the ωB97M-V functional and the def2-TZVPD basis
Pt -0.1539 -0.6348 -0.6575
C -0.5201 -0.3822 -4.5192
C -0.4683 1.0680 -4.1276
C -0.0301 2.0367 -5.0237
C -0.0476 3.3787 -4.6774
C -0.5507 3.7643 -3.4432
C -1.0201 2.8208 -2.5351
C -1.6816 3.2377 -1.2532
C -0.9238 1.4683 -2.8711
N -1.3331 0.4734 -1.9385
C -2.6601 0.2816 -1.8180
O -3.5588 0.8195 -2.4549
C -3.0038 -0.7405 -0.7638
C -4.2781 -1.1347 -0.3970
C -4.4049 -2.0974 0.5955
C -3.2780 -2.6514 1.1977
C -2.0357 -2.2111 0.7840
N -1.9532 -1.2837 -0.1654
C -0.7090 -2.6849 1.3244
O -0.6814 -3.5616 2.1823
N 0.3270 -2.0329 0.7736
C 1.6435 -2.4444 1.1196
C 2.1879 -3.5752 0.5052
C 1.3563 -4.3993 -0.4355
C 3.5111 -3.9057 0.7714
C 4.2801 -3.1290 1.6248
C 3.7227 -2.0158 2.2323
C 2.3983 -1.6617 1.9948
C 1.7750 -0.4848 2.6934
H 0.0155 -0.5538 -5.4531
H -1.5572 -0.6957 -4.6590
H -0.1021 -1.0253 -3.7417
H 0.3281 1.7314 -6.0003
H 0.3106 4.1251 -5.3750
H -0.6070 4.8157 -3.1860
H -1.4561 4.2780 -1.0183
H -1.3814 2.6043 -0.4185
H -2.7640 3.1342 -1.3594
H -5.1267 -0.6845 -0.8919
H -5.3901 -2.4242 0.9023
H -3.3355 -3.4091 1.9665
H 0.8510 -3.7656 -1.1684
H 0.5826 -4.9418 0.1119
H 1.9747 -5.1229 -0.9654
H 3.9432 -4.7780 0.2955
H 5.3118 -3.3937 1.8178
H 4.3161 -1.4121 2.9093
H 2.5363 0.1337 3.1700
H 1.0831 -0.8233 3.4688
H 1.1871 0.1301 2.0093
C 2.8311 1.6194 -0.1695
Te 2.3397 -0.1974 -1.1510
C 2.6181 0.6864 -3.0579
H 3.8874 1.8131 -0.3389
H 2.6352 1.5047 0.8931
H 2.2212 2.4193 -0.5825
H 1.9555 1.5349 -3.1870
H 2.4261 -0.0600 -3.8241
H 3.6609 0.9962 -3.0982
C -1.6283 0.1719 5.3708
C -1.2622 0.8971 4.1209
C -0.6225 2.0946 3.9042
C -0.5330 2.2254 2.4983
N -1.0748 1.1802 1.8944
N -1.5192 0.3963 2.8945
C 0.0850 3.3405 1.7202
H -1.3369 0.7584 6.2392
H -1.1236 -0.7942 5.4273
H -2.7034 -0.0057 5.4279
H -0.2605 2.7779 4.6543
H -1.9491 -0.4870 2.6772
H 0.9469 3.7474 2.2495
H -0.6263 4.1538 1.5636
H 0.4031 2.9863 0.7412
```

Results
Relative energy (zero: lowest compared OMol25 entry of this formula, charge and spin) in kcal per mole: 0.0
HOMO-LUMO gap in eV: 7.764
LUMO level in eV: -0.3
DFT total energy in eV: -53766.1302

Partial charges, Löwdin, in e:
1 Pt 0.865
2 C -0.040
3 C -0.242
4 C -0.066
5 C -0.087
6 C -0.048
7 C -0.199
8 C -0.032
9 C -0.231
10 N -0.085
11 C -0.491
12 O 0.058
13 C -0.152
14 C 0.032
15 C -0.021
16 C 0.017
17 C -0.188
18 N -0.024
19 C -0.508
20 O 0.053
21 N -0.097
22 C -0.302
23 C -0.227
24 C -0.030
25 C -0.046
26 C -0.081
27 C -0.054
28 C -0.247
29 C -0.045
30 H 0.077
31 H 0.090
32 H 0.051
33 H 0.109
34 H 0.099
35 H 0.107
36 H 0.079
37 H 0.043
38 H 0.090
39 H 0.126
40 H 0.114
41 H 0.125
42 H 0.069
43 H 0.086
44 H 0.077
45 H 0.109
46 H 0.101
47 H 0.108
48 H 0.085
49 H 0.087
50 H 0.030
51 C -0.381
52 Te 1.334
53 C -0.395
54 H 0.013
55 H -0.010
56 H 0.007
57 H -0.002
58 H 0.008
59 H 0.010
60 C -0.020
61 C -0.318
62 C 0.007
63 C -0.361
64 N 0.072
65 N 0.036
66 C -0.038
67 H 0.080
68 H 0.081
69 H 0.081
70 H 0.108
71 H 0.137
72 H 0.081
73 H 0.081
74 H 0.044


> relative energy (zero: lowest compared OMol25 entry of this formula, charge and spin) of number 1 (C30H34N7O4PS2Zn)?

0.0 kcal per mole